# C3H3F2N

A cluster of 2 separate species, C3H3F2N in total in a non-equilibrium geometry (ωB97M-V/def2-TZVPD, the OMol25 dataset).

Last column: Löwdin charge in e.
Atoms and positions in Å:
H 0.292 -0.700 -1.353  0.056
C 0.007 1.502 0.372  -0.515
N 0.078 -1.578 0.439  0.089
F 1.278 1.330 0.162  0.135
H 0.847 -2.592 -1.077  0.104
H -1.718 0.420 1.169  0.055
C 0.390 -1.583 -0.734  -0.212
F -0.390 2.739 0.393  0.148
C -0.785 0.462 0.630  0.139

## Properties
Gap between HOMO and LUMO (alpha / beta): 9.15 / 9.16 eV
LUMO (alpha / beta): -0.26 / -0.28 eV
Relative energy (zero: lowest compared OMol25 entry of this formula, charge and spin): 455.8 kJ/mol



# C5H4N2O

A structure of composition C5H4N2O in a non-equilibrium geometry (ωB97M-V/def2-TZVPD, the OMol25 dataset).

Last column: Löwdin charge in e.
Atoms and positions in Å:
H -1.171 1.346 -2.382  0.088
H -2.394 0.295 -0.489  0.111
C -0.617 0.937 -1.582  -0.126
C 0.795 -0.152 0.184  -0.254
N 1.398 0.325 -0.829  0.086
O -0.482 -0.964 1.580  0.021
H 1.445 -1.758 1.682  0.146
H 1.294 -0.091 2.386  0.134
C -1.333 0.275 -0.520  0.030
N 0.659 0.835 -1.928  0.059
C -0.556 -0.309 0.345  -0.249
C 0.961 -0.739 1.553  -0.047

## Properties
Gap between HOMO and LUMO: 10.37 eV
LUMO: 0.62 eV
Relative energy (zero: lowest compared OMol25 entry of this formula, charge and spin): 276.6 kJ/mol



# C17H17NO6S

The molecule C17H17NO6S (ωB97M-V/def2-TZVPD, the OMol25 dataset).

Last column: Löwdin charge in e.
Atoms and positions in Å:
H -1.565 1.873 -0.906  0.117
C -3.270 -0.962 0.796  -0.168
H -0.590 0.699 -1.801  0.124
C 1.087 -1.184 -0.441  -0.330
C -0.090 0.872 0.283  -0.161
N 1.119 0.088 0.114  0.087
H 5.180 -0.166 1.030  0.123
H -3.220 -1.037 1.886  0.166
O -5.003 -1.141 -0.776  0.055
H 0.099 2.925 -2.502  0.072
O -5.294 0.416 0.795  0.156
H -4.548 -3.011 -1.452  0.128
H 1.924 5.264 0.666  0.029
H 2.465 4.640 -0.909  0.034
C -4.642 -0.453 0.303  -0.429
H -2.085 -2.482 -0.213  0.109
O -0.830 -0.799 1.843  0.151
C 3.023 -2.890 -0.753  0.012
H -3.465 -1.708 -2.007  0.132
C 1.923 4.404 0.003  -0.401
C -3.119 -2.295 0.070  -0.064
H 4.838 -4.020 -0.815  0.108
C 2.369 0.429 0.615  -0.329
O 0.097 -1.707 -0.894  0.139
C 0.361 2.609 -1.492  -0.460
H 1.408 2.310 -1.468  0.075
O 2.630 1.465 1.170  0.129
H 2.419 -3.639 -1.242  0.123
H 0.140 1.671 1.001  0.150
O -2.302 -0.012 0.345  0.063
C 4.378 -3.093 -0.509  -0.057
C 5.146 -2.127 0.123  -0.057
C -4.023 -2.103 -1.152  -0.128
C 2.471 -1.694 -0.344  -0.064
C -1.109 -0.074 0.925  -0.437
C 3.246 -0.720 0.294  -0.066
H 2.355 3.545 0.509  0.002
C -0.557 1.481 -1.039  -0.200
S 0.184 4.070 -0.394  0.815
H -3.477 -3.107 0.701  0.131
H 6.194 -2.315 0.300  0.108
C 4.589 -0.920 0.535  0.013

## Properties
Gap between HOMO and LUMO: 7.79 eV
LUMO: -0.75 eV
SMILES: CSCC[C@@H](C(=O)O[C@@H]1CCOC1=O)N1C(=O)c2ccccc2C1=O
Relative energy (zero: lowest compared OMol25 entry of this formula, charge and spin): 0.0 kJ/mol



# C2H6NO4P

The molecule C2H6NO4P in a non-equilibrium geometry (ωB97M-V/def2-TZVPD, the OMol25 dataset).

Last column: Löwdin charge in e.
Atoms and positions in Å:
H 1.839 -0.559 -1.887  0.103
H 0.198 -0.542 1.899  0.047
C 1.620 -0.565 0.283  -0.170
P -0.979 -0.525 0.044  0.604
H 1.422 1.022 -1.356  0.115
O -0.157 -0.346 -1.331  -0.238
O -2.332 -1.080 0.034  -0.291
H -3.323 1.637 0.745  0.144
H 2.072 0.176 0.994  0.112
O -2.727 1.780 -0.069  -0.032
H 2.257 -1.499 0.250  0.112
C 1.237 -0.042 -1.156  -0.195
O -1.458 1.525 0.522  -0.177
N 0.331 -0.983 1.028  -0.134

## Properties
Multiplicity: 3
Gap between HOMO and LUMO (alpha / beta): 6.23 / 7.69 eV
LUMO (alpha / beta): 0.75 / -2.68 eV



# C43H34ClF3IN9O7Sn

A structure of composition C43H34ClF3IN9O7Sn in a non-equilibrium geometry (ωB97M-V/def2-TZVPD, the OMol25 dataset).

Last column: Löwdin charge in e.
Atoms and positions in Å:
C 1.578 1.448 4.245  -0.032
H 5.327 -3.026 -3.069  0.111
C 6.697 -0.984 4.102  -0.139
O -1.618 -1.054 1.481  -0.275
C -0.135 3.495 1.062  -0.222
C 2.500 2.175 -1.020  -0.356
H -3.810 -1.174 0.068  0.045
C -0.519 -0.036 3.316  -0.144
Cl -1.321 -0.131 7.276  0.630
C 7.709 -1.389 5.127  -0.575
O -0.424 -2.567 -1.726  0.091
C -9.420 1.301 -5.390  -0.062
H 2.486 -1.463 -1.402  0.112
C 6.062 0.312 2.185  -0.018
C -10.669 0.696 -5.538  -0.154
O 3.426 2.287 -1.810  -0.003
Sn -0.976 0.436 -0.011  1.385
C 0.742 -2.505 -2.001  -0.503
H 3.508 -1.681 3.207  0.119
C -5.669 0.309 -2.376  -0.185
N 3.020 0.301 -4.034  0.155
H 6.289 1.061 1.437  0.116
H 0.801 1.144 6.213  0.083
F 8.738 -0.524 5.226  0.119
C 3.869 -0.517 -3.324  -0.522
N 0.366 0.476 2.437  0.110
C 4.474 -2.673 -2.475  -0.224
H 2.023 -1.373 0.842  0.044
N -7.300 1.115 -4.036  0.138
N -3.153 0.433 -1.048  -0.130
H -11.364 1.079 -6.275  0.076
C -10.169 -0.916 -3.791  -0.051
H 2.068 -4.333 -0.512  0.121
C 3.640 -3.862 -1.964  -0.186
H -6.007 -1.354 -1.025  0.095
H 1.509 6.374 0.426  0.093
C -8.567 0.779 -4.439  -0.217
O -1.901 1.866 1.288  -0.193
C -2.520 -1.321 3.639  -0.638
C -1.360 2.933 1.792  -0.594
C -0.411 0.186 4.706  -0.171
H 3.088 -4.293 -2.801  0.105
N -7.904 -0.643 -2.769  0.136
C 2.708 -3.490 -0.795  -0.126
N 4.929 0.144 -2.758  0.165
H 4.891 -2.178 -1.581  0.103
H 3.338 -3.281 0.080  0.109
C -11.029 -0.393 -4.748  -0.150
C -8.914 -0.330 -3.623  -0.266
H 7.980 0.436 3.120  0.114
C -3.478 1.285 -2.036  -0.193
C 0.686 0.952 5.154  -0.029
C 5.432 -1.577 4.122  -0.014
H -3.189 -1.509 5.674  0.083
C -1.405 -0.372 5.545  -0.615
C -4.669 1.271 -2.708  -0.053
H -4.817 2.004 -3.491  0.079
C -4.089 -0.491 -0.725  -0.163
O 2.238 0.735 -0.575  -0.012
N 3.642 -1.785 -3.272  0.007
C 4.491 -1.229 3.177  -0.013
C -6.924 0.234 -3.017  -0.296
H 4.323 -4.639 -1.604  0.103
C 1.992 4.460 -0.352  -0.027
O 1.194 -2.729 -3.246  0.068
C 3.831 0.077 1.201  0.029
O -1.760 3.513 2.784  0.051
C 1.668 3.069 -0.327  -0.221
H 2.149 -2.434 -3.294  0.026
H -10.455 -1.761 -3.180  0.093
H -9.134 2.148 -6.002  0.091
C 3.048 0.396 0.332  -0.201
H -0.449 5.480 1.780  0.102
N 0.576 2.631 0.361  0.057
C 1.841 -2.235 -0.995  -0.321
H -2.719 2.020 -2.292  0.095
N 1.290 -1.621 0.186  0.029
C 1.368 1.189 2.876  -0.127
I -4.090 -2.468 2.898  0.904
H 2.422 2.048 4.555  0.102
C 7.005 -0.032 3.133  -0.021
H 5.184 -2.305 4.885  0.121
H 2.165 -0.169 -4.293  0.096
C -2.433 -1.099 5.020  -0.192
H 4.778 1.127 -2.578  0.063
C 0.168 4.846 1.161  -0.026
C -1.592 -0.819 2.740  -0.455
H 2.845 4.785 -0.931  0.101
F 8.266 -2.600 4.864  0.118
C 1.250 5.323 0.402  -0.091
C 4.787 -0.282 2.182  -0.216
H -6.740 1.866 -4.392  0.130
F 7.182 -1.497 6.366  0.124
H -12.006 -0.843 -4.884  0.080
H 5.373 -0.329 -1.988  0.076
C -5.307 -0.591 -1.332  -0.031
H 2.036 1.594 2.125  0.092
H 2.844 1.212 -3.617  0.079
H 0.571 -2.145 0.669  0.077

## Properties
Net charge: -2
Gap between HOMO and LUMO (alpha / beta): 3.74 / 5.38 eV
LUMO (alpha / beta): 3.52 / 3.53 eV
Relative energy (zero: lowest compared OMol25 entry of this formula, charge and spin): 173.5 kJ/mol



# C4H12NO2

A cluster of 3 separate species, C4H12NO2 in total in a non-equilibrium geometry (ωB97M-V/def2-TZVPD, the OMol25 dataset).

Last column: Löwdin charge in e.
Atoms and positions in Å:
H 3.712 0.512 -1.519  0.071
O 2.935 -0.014 -1.256  -0.060
H 1.159 0.174 2.549  0.099
C 1.053 0.495 1.516  -0.025
C 0.116 0.914 -1.228  0.164
H -1.790 -1.484 1.082  0.069
C -0.111 -0.193 0.909  -0.317
H 1.023 1.555 1.342  0.092
H -0.249 1.123 -2.234  0.129
C -0.857 -1.132 1.474  0.139
H 1.103 1.334 -1.108  0.095
H -0.515 -1.504 2.433  0.095
H -3.906 0.080 -1.422  0.073
H 2.010 0.191 1.072  0.079
H -1.551 0.057 -0.612  0.118
N -0.565 0.256 -0.388  0.093
H -3.419 -1.206 -0.767  0.066
H 3.280 -0.912 -1.190  0.059
O -3.428 -0.248 -0.650  -0.038

## Properties
Net charge: +1
Gap between HOMO and LUMO: 9.59 eV
LUMO: -4.43 eV
Relative energy (zero: lowest compared OMol25 entry of this formula, charge and spin): 178.7 kJ/mol



# C4H7FIN

A cluster of 2 separate species, C4H7FIN in total in a non-equilibrium geometry (ωB97M-V/def2-TZVPD, the OMol25 dataset).

Last column: Löwdin charge in e.
Atoms and positions in Å:
C -0.187 1.459 0.980  -0.179
H -2.740 0.085 1.102  0.069
F -0.428 0.930 2.197  -0.063
H -1.461 -0.786 1.513  0.073
H -2.124 -0.964 -0.045  0.053
C 1.873 -0.625 -0.457  -0.661
H 0.788 -0.804 -2.226  0.009
H 1.822 0.567 -2.380  0.123
I 3.416 0.384 0.720  0.675
N -0.913 0.744 0.212  -0.066
C 1.479 -0.336 -1.645  -0.161
H 1.522 -1.435 0.140  0.012
H -1.178 1.070 -0.781  0.169
C -1.869 -0.289 0.671  -0.053

## Properties
Gap between HOMO and LUMO: 9.49 eV
LUMO: 0.52 eV
Relative energy (zero: lowest compared OMol25 entry of this formula, charge and spin): 77.6 kJ/mol



# C3H8N2S

A cluster of 2 separate species, C3H8N2S in total in a non-equilibrium geometry (ωB97M-V/def2-TZVPD, the OMol25 dataset).

Last column: Löwdin charge in e.
Atoms and positions in Å:
H 0.676 -2.192 0.217  0.061
C 0.921 0.044 0.210  -0.494
H 0.755 0.049 1.396  0.171
H -1.530 2.069 -0.123  0.059
N -0.713 1.612 -0.098  0.088
H 2.480 -1.755 0.207  0.016
C -0.556 0.334 -0.125  -0.885
C 1.508 -1.456 -0.109  -0.118
H 2.912 -0.001 0.663  0.244
N 2.033 0.908 0.021  -0.024
H 1.643 -1.894 -1.248  0.120
H 0.003 2.286 -0.030  0.099
S -1.858 -0.655 0.033  0.620
H 2.315 0.760 -0.938  0.043

## Properties
Gap between HOMO and LUMO: 8.57 eV
LUMO: 0.25 eV
Relative energy (zero: lowest compared OMol25 entry of this formula, charge and spin): 403.9 kJ/mol



# C3H6N2P2

The molecule C3H6N2P2 in a non-equilibrium geometry (ωB97M-V/def2-TZVPD, the OMol25 dataset).

Last column: Löwdin charge in e.
Atoms and positions in Å:
C 0.073 1.690 -1.468  -0.273
H 0.875 2.314 -1.932  0.001
H -1.847 -0.836 -0.571  0.069
H -0.401 1.149 2.112  0.024
H 0.368 -2.380 0.635  0.057
N 0.357 0.869 1.496  -0.387
H -0.982 2.035 -1.484  -0.008
C -0.547 -2.062 0.095  -0.083
P 0.411 0.488 -0.363  0.510
P 1.982 0.269 1.564  0.806
N 1.957 0.017 -0.085  -0.482
H -1.412 -2.731 0.208  0.063
C -0.835 -0.822 -0.206  -0.296

## Properties
Gap between HOMO and LUMO: 7.27 eV
LUMO: -0.65 eV
Relative energy (zero: lowest compared OMol25 entry of this formula, charge and spin): 111.6 kJ/mol



# C3H12NO2

A structure of composition C3H12NO2 in a non-equilibrium geometry (ωB97M-V/def2-TZVPD, the OMol25 dataset).

Last column: Löwdin charge in e.
Atoms and positions in Å:
H -0.233 -1.067 0.378  0.093
O -0.631 0.049 -1.105  -0.119
H 0.881 1.496 0.234  0.175
O -4.419 0.450 0.604  -0.060
H 1.582 -0.106 -2.158  0.095
H 2.622 0.961 -1.337  0.102
N 1.393 -0.630 1.797  0.125
C 0.985 -0.721 0.495  -0.131
H -3.908 -0.353 0.456  0.016
C 0.769 0.561 -0.325  -0.260
H 1.581 -1.452 -0.062  0.172
H 1.009 1.503 -2.200  0.106
H 2.351 -0.858 2.018  0.135
H -4.877 0.570 -0.237  0.044
H -0.510 0.684 -0.258  0.069
H -0.921 -1.256 0.722  0.318
C 1.577 0.820 -1.595  -0.016
H 0.751 -0.652 2.574  0.136

## Properties
Net charge: +1
Gap between HOMO and LUMO: 7.10 eV
LUMO: -7.15 eV
Relative energy (zero: lowest compared OMol25 entry of this formula, charge and spin): 849.8 kJ/mol